ORCA calculation (the ωB97M-V functional and the def2-TZVPD basis) on a cluster of 3 separate species, C31H58FN5O14P2S in total at a distorted geometry.

Results
- Total charge: 0
- Lowest unoccupied orbital energy: 0.22 eV
- SMILES string: [H]/N=C(\N)NCCCC[C@]1(CCC(N)=O)[C@H](N(C)C(C)=O)[C@@](O)(CCF)OS(=O)(=O)[C@H]1Cc1ccccc1C.COP(=O)(OC)OC.COP(=O)(OC)OC

Element x y z (Å)
C 1.997 -0.780 1.463
C 2.189 0.731 1.450
O 3.345 1.104 1.293
N 1.228 1.708 1.688
C 1.727 2.976 2.193
C -0.117 1.686 1.152
C -1.127 0.723 1.881
O -1.209 -0.555 1.297
C -0.789 0.669 3.404
C -0.074 -0.594 3.884
F -0.448 -0.772 5.237
O -2.468 1.270 1.901
S -2.992 1.942 0.539
O -3.266 3.341 0.655
O -4.208 1.257 0.184
C -1.824 1.565 -0.792
C -2.258 2.159 -2.154
C -2.700 1.025 -3.090
C -3.839 0.275 -2.857
C -4.203 -0.763 -3.679
C -3.465 -1.096 -4.797
C -2.345 -0.329 -5.061
C -1.957 0.703 -4.230
C -0.702 1.459 -4.656
C -0.299 1.763 -0.409
C 0.423 0.638 -1.245
C 1.817 0.941 -1.843
C 2.305 -0.344 -2.606
C 3.445 -1.146 -1.942
N 4.428 -0.314 -1.224
C 5.342 -1.034 -0.414
N 6.215 -0.356 0.221
N 5.228 -2.455 -0.320
C 0.259 3.150 -0.837
C -0.618 4.384 -0.506
C 0.263 5.647 -0.634
N 1.475 5.621 -1.398
O -0.061 6.669 -0.056
H 2.175 -1.219 2.450
H 2.769 -1.203 0.816
H 1.033 -1.154 1.100
H 0.964 3.585 2.689
H 2.489 2.751 2.950
H 2.235 3.603 1.446
H -0.526 2.657 1.480
H -2.147 -0.731 1.138
H -0.244 1.566 3.716
H -1.730 0.712 3.970
H -0.358 -1.515 3.376
H 1.000 -0.403 3.914
H -1.915 0.476 -0.894
H -1.498 2.712 -2.696
H -3.162 2.762 -1.989
H -4.493 0.478 -2.011
H -5.087 -1.367 -3.478
H -3.728 -1.912 -5.464
H -1.750 -0.537 -5.950
H -0.789 2.536 -4.461
H 0.184 1.102 -4.116
H -0.518 1.369 -5.731
H 0.442 -0.270 -0.631
H -0.222 0.400 -2.103
H 1.706 1.693 -2.635
H 2.559 1.342 -1.147
H 1.420 -0.973 -2.770
H 2.631 -0.050 -3.614
H 3.982 -1.662 -2.757
H 3.006 -1.949 -1.342
H 4.976 0.135 -1.951
H 6.792 -0.986 0.776
H 4.306 -2.709 0.030
H 5.867 -2.789 0.394
H 0.366 3.165 -1.929
H 1.286 3.237 -0.466
H -1.382 4.511 -1.280
H -1.011 4.424 0.509
H 2.181 5.155 -0.828
H 1.794 6.588 -1.431
C -1.544 0.015 7.794
O -0.831 0.329 9.003
P -1.361 -0.242 10.381
O -2.604 -1.013 10.318
O -1.417 1.039 11.322
C -2.379 2.044 11.000
O -0.099 -1.012 10.937
C -0.189 -1.545 12.262
H -2.318 0.765 7.627
H -0.843 0.043 6.976
H -1.993 -0.975 7.839
H -3.304 1.600 10.629
H -1.966 2.717 10.248
H -2.596 2.609 11.903
H -0.994 -2.279 12.322
H -0.361 -0.746 12.984
H 0.755 -2.031 12.494
C -1.072 -3.334 -9.533
O -0.911 -4.581 -8.847
P -0.353 -4.579 -7.364
O 0.023 -3.269 -6.824
O 0.826 -5.643 -7.410
C 1.976 -5.314 -8.192
O -1.481 -5.348 -6.573
C -1.228 -5.652 -5.197
H -0.148 -3.083 -10.054
H -1.870 -3.453 -10.263
H -1.339 -2.531 -8.849
H 2.207 -4.250 -8.123
H 1.799 -5.587 -9.233
H 2.820 -5.883 -7.811
H -1.085 -4.734 -4.626
H -0.347 -6.288 -5.103
H -2.091 -6.185 -4.807

ORCA calculation (the ωB97M-V functional and the def2-TZVPD basis) on a structure of composition C31H58I2N5O8RbS2Si at a distorted geometry.

Results
- Total charge: -2
- Lowest unoccupied orbital energy: 3.50 eV
- Relative energy (zero: lowest compared OMol25 entry of this formula, charge and spin): 0.119 eV

Element x y z (Å)
Rb 1.721 -2.702 0.250
N -0.820 -1.861 1.605
C -0.413 -2.612 2.798
C 0.146 -3.958 2.310
O -0.610 -4.600 1.522
N 1.378 -4.209 2.684
C 1.970 -5.462 2.207
C 3.136 -5.180 1.229
O 4.281 -5.058 1.718
O 2.843 -5.025 0.006
H -1.264 -0.977 1.821
H -1.469 -2.442 1.085
H -1.238 -2.815 3.499
H 0.361 -2.063 3.335
H 1.231 -6.101 1.713
H 2.403 -5.990 3.062
I 0.072 -6.417 -1.520
C 1.260 -5.016 -2.572
I 1.194 -5.239 -4.689
H 2.277 -5.148 -2.221
H 0.895 -4.016 -2.361
N 1.958 -0.938 -2.413
N 2.634 0.021 -1.633
C 3.826 0.494 -1.933
N 4.352 1.333 -0.975
S 4.651 0.133 -3.361
H 2.382 -0.888 -3.340
H 0.990 -0.625 -2.473
H 2.055 0.458 -0.909
H 4.134 1.049 -0.026
H 5.326 1.527 -1.135
C 5.613 -2.265 1.063
C 4.501 -1.573 1.790
C 4.198 -2.052 3.178
O 3.811 -0.723 1.249
H 6.541 -2.226 1.637
H 5.755 -1.835 0.073
H 5.327 -3.327 0.992
H 5.109 -2.244 3.746
H 3.668 -3.008 3.086
H 3.553 -1.344 3.694
C -7.222 -1.719 -3.429
C -5.797 -2.056 -3.082
C -5.352 -3.372 -3.077
C -4.046 -3.697 -2.740
C -3.636 -5.151 -2.749
C -3.149 -2.665 -2.414
C -1.762 -3.037 -2.070
O -0.812 -2.289 -1.996
C -3.579 -1.325 -2.416
C -2.657 -0.197 -2.069
C -4.900 -1.051 -2.746
H -7.750 -2.590 -3.817
H -7.264 -0.928 -4.179
H -7.758 -1.363 -2.547
H -6.042 -4.167 -3.340
H -4.469 -5.768 -3.085
H -3.340 -5.492 -1.756
H -2.791 -5.335 -3.412
H -1.617 -4.106 -1.854
H -1.889 -0.056 -2.829
H -2.102 -0.378 -1.149
H -3.212 0.735 -1.966
H -5.233 -0.018 -2.740
C 1.784 4.504 -1.462
C 2.001 4.846 0.012
C 3.485 4.729 0.349
C 1.494 6.260 0.304
O 1.324 3.953 0.883
Si -0.074 3.085 0.667
S 0.059 1.508 -0.629
O -1.193 4.265 0.280
C -2.501 4.124 -0.245
C -3.223 5.432 0.085
C -2.438 3.944 -1.761
C -3.224 2.951 0.415
O -0.527 2.694 2.212
C 0.234 2.103 3.258
C 0.915 3.221 4.050
C -0.767 1.367 4.145
C 1.280 1.129 2.723
H 2.347 5.201 -2.087
H 0.726 4.573 -1.717
H 2.114 3.487 -1.668
H 4.074 5.440 -0.235
H 3.828 3.718 0.124
H 3.639 4.928 1.412
H 2.012 6.998 -0.314
H 1.659 6.499 1.356
H 0.423 6.306 0.103
H -2.681 6.273 -0.351
H -3.265 5.570 1.167
H -4.241 5.423 -0.313
H -1.950 4.812 -2.210
H -3.446 3.855 -2.174
H -1.856 3.056 -2.006
H -3.236 3.089 1.496
H -2.701 2.018 0.194
H -4.251 2.872 0.046
H 0.163 3.926 4.412
H 1.606 3.754 3.399
H 1.461 2.811 4.904
H -1.527 2.066 4.502
H -0.266 0.913 5.002
H -1.261 0.580 3.574
H 2.020 1.657 2.119
H 0.821 0.367 2.094
H 1.797 0.643 3.553

ORCA calculation (the ωB97M-V functional and the def2-TZVPD basis) on a cluster of 6 separate species, C31H58N3O12PS in total.

Results
- Total charge: 0
- Lowest unoccupied orbital energy: -0.72 eV
- SMILES string: CCP(C)C1=C(CC(N)(N)N)C(=O)C(S)=CC1=O.CCOC(C)=O.CCOC(C)=O.CCOC(C)=O.CCOC(C)=O.CCOC(C)=O

Element x y z (Å)
C 0.128 -5.816 4.824
C -0.838 -5.666 3.633
P -0.752 -3.952 2.943
C -2.536 -3.517 2.734
C -0.271 -4.178 1.188
C 0.607 -3.367 0.564
C 1.364 -2.254 1.235
C 1.003 -0.778 0.856
N -0.412 -0.557 0.627
N 1.336 0.010 2.044
N 1.757 -0.371 -0.324
C 0.808 -3.646 -0.899
O 0.926 -2.785 -1.736
C 0.781 -5.097 -1.302
S 1.747 -5.592 -2.658
C -0.046 -5.914 -0.640
C -0.877 -5.316 0.423
O -1.990 -5.734 0.669
H 1.021 -5.205 4.682
H -0.353 -5.441 5.731
H 0.403 -6.857 4.991
H -1.866 -5.780 3.990
H -0.673 -6.440 2.882
H -2.900 -3.022 3.634
H -3.113 -4.411 2.497
H -2.590 -2.851 1.869
H 2.427 -2.376 0.997
H 1.254 -2.359 2.313
H -0.752 -1.146 -0.125
H -0.914 -0.785 1.480
H 2.339 0.106 2.147
H 0.931 0.933 1.930
H 1.174 0.066 -1.023
H 2.530 0.234 -0.082
H 2.308 -4.399 -2.879
H -0.161 -6.963 -0.890
O -3.084 -1.405 7.268
C -4.101 -1.179 6.676
O -4.108 -1.299 5.333
C -5.302 -1.232 4.544
C -5.694 0.191 4.210
C -5.351 -0.704 7.382
H -6.114 -1.780 5.026
H -5.054 -1.772 3.631
H -5.934 0.765 5.105
H -6.565 0.209 3.557
H -4.873 0.698 3.704
H -5.281 0.376 7.509
H -5.376 -1.168 8.365
H -6.277 -0.937 6.865
O 4.176 3.428 -0.142
C 4.143 2.924 -1.234
O 4.534 1.643 -1.360
C 4.369 0.892 -2.572
C 5.508 1.108 -3.540
C 3.732 3.706 -2.459
H 3.394 1.105 -3.016
H 4.350 -0.146 -2.245
H 5.563 2.147 -3.873
H 5.381 0.475 -4.419
H 6.450 0.854 -3.063
H 4.596 4.252 -2.835
H 2.976 4.426 -2.163
H 3.324 3.105 -3.266
O 2.137 5.764 -4.597
C 1.410 6.588 -4.115
O 1.035 7.635 -4.880
C 0.055 8.591 -4.465
C 0.652 9.695 -3.619
C 0.963 6.523 -2.673
H -0.778 8.094 -3.965
H -0.334 9.001 -5.396
H 1.064 9.311 -2.686
H -0.108 10.438 -3.377
H 1.460 10.186 -4.162
H 1.742 6.960 -2.050
H 0.850 5.476 -2.400
H 0.024 7.029 -2.468
O -7.870 2.500 3.011
C -8.543 2.202 2.064
O -8.419 0.955 1.560
C -9.275 0.441 0.533
C -8.797 0.820 -0.853
C -9.461 3.194 1.389
H -10.308 0.742 0.710
H -9.233 -0.639 0.661
H -8.814 1.899 -1.004
H -9.433 0.358 -1.609
H -7.773 0.478 -1.002
H -8.871 3.781 0.686
H -9.852 3.861 2.153
H -10.299 2.748 0.860
O 6.718 -1.418 -2.063
C 7.690 -1.927 -2.548
O 8.465 -1.179 -3.360
C 9.726 -1.627 -3.867
C 9.574 -2.453 -5.127
C 8.024 -3.384 -2.329
H 10.284 -2.155 -3.092
H 10.273 -0.711 -4.082
H 9.016 -3.371 -4.942
H 10.554 -2.723 -5.521
H 9.038 -1.884 -5.885
H 7.454 -3.977 -3.044
H 7.704 -3.653 -1.325
H 9.078 -3.627 -2.431

Results for HOMO: -9.081, -2.438, -8.132 (in eV, following the order of the records).
Results for gap between HOMO and LUMO: 9.30, 5.94, 7.41 (in eV, following the order of the records).